Density functional theory data (ωB97M-V/def2-TZVPD) for an isolated molecule of C4H6N2O.

The geometry in ORCA input format:
```
! RIJCOSX wB97M-V def2-TZVPD def2/J DEFGRID3
* xyz 0 1
O 0.51 -1.51 0.78
C 0.13 -1.16 -0.48
N -1.21 -0.85 -0.63
C -0.97 0.65 -0.58
C 0.59 0.63 -0.33
C 0.96 -0.07 1.05
N 0.97 -0.48 -1.21
H -1.80 -1.17 0.14
H -1.60 1.11 0.19
H -1.17 1.11 -1.55
H 1.10 1.58 -0.54
H 2.05 -0.04 1.18
H 0.43 0.21 1.96
*
```

- energy relative to the best compared isomer or geometry (same formula, charge and spin) (kcal per mole) = 121.78
- HOMO level (eV) = -8.062
- Kohn-Sham gap (eV) = 8.0
- max |F| (eV/Å) = 0.8
- E (eV) = -9268.2208
- E_LUMO (Eh) = -0.00307
- molecular weight (g mol⁻¹) = 98.1

***

Density functional theory data (ωB97M-V/def2-TZVPD) for an isolated molecule of C4H6N2O.

The geometry in ORCA input format:
```
! RIJCOSX wB97M-V def2-TZVPD def2/J DEFGRID3
* xyz 0 1
C 0.89 -0.49 1.82
C 0.55 0.34 0.64
C -0.16 1.47 0.50
N -0.74 1.53 -0.76
C -0.34 0.43 -1.32
N -0.66 -0.04 -2.58
O 0.47 -0.34 -0.57
H 1.43 0.06 2.59
H -0.07 -0.80 2.24
H 1.45 -1.38 1.53
H -0.34 2.22 1.26
H -0.37 -0.99 -2.74
H -1.62 0.12 -2.82
*
```

- energy relative to the best compared isomer or geometry (same formula, charge and spin) (kcal per mole) = 18.03
- HOMO level (eV) = -8.124
- Kohn-Sham gap (eV) = 9.0
- max |F| (eV/Å) = 0.4
- SMILES = Cc1cnc(N)o1
- E (eV) = -9272.7201
- E_LUMO (Eh) = 0.03252
- molecular weight (g mol⁻¹) = 98.1

***

Density functional theory data (ωB97M-V/def2-TZVPD) for a cluster of 2 separate species, C4H6N2O in total.

The geometry in ORCA input format:
```
! RIJCOSX wB97M-V def2-TZVPD def2/J DEFGRID3
* xyz 0 1
H -1.73 1.94 1.58
N -1.71 0.95 1.32
C -0.58 0.65 0.81
C 0.64 1.41 0.54
C 1.51 0.57 -0.05
N 0.98 -0.71 -0.19
C -0.31 -0.77 0.32
O -1.02 -1.74 0.35
H 0.82 2.46 0.77
H 2.52 0.77 -0.39
H 1.45 -1.50 -0.61
H -1.22 -1.93 -2.72
H -1.26 -2.15 -2.01
*
```

- energy relative to the best compared isomer or geometry (same formula, charge and spin) (kcal per mole) = 46.87
- HOMO level (eV) = -9.130
- Kohn-Sham gap (eV) = 8.8
- max |F| (eV/Å) = 0.6
- SMILES = [H]/N=C1\C=CNC1=O.[H][H]
- E (eV) = -9271.4695
- E_LUMO (Eh) = -0.01097
- molecular weight (g mol⁻¹) = 98.1

***

Density functional theory data (ωB97M-V/def2-TZVPD) for a cluster of 2 separate species, C4H6N2O in total at a distorted geometry.

The geometry in ORCA input format:
```
! RIJCOSX wB97M-V def2-TZVPD def2/J DEFGRID3
* xyz 0 1
C -1.00 -1.07 0.12
C 0.34 -0.62 -0.25
C 1.68 -0.99 -0.15
C 0.52 0.88 -0.24
H -1.78 -0.76 -0.56
H -1.27 -0.48 1.21
H -1.43 -2.23 -0.05
H 2.28 -1.93 -0.16
H -0.68 2.70 -0.57
H -2.18 1.24 0.39
N 1.67 1.35 0.05
N -0.60 1.72 0.00
O 2.46 0.18 0.19
*
```

- energy relative to the best compared isomer or geometry (same formula, charge and spin) (kcal per mole) = 190.97
- HOMO level (eV) = -8.749
- Kohn-Sham gap (eV) = 7.7
- max |F| (eV/Å) = 5.4
- E (eV) = -9265.2206
- E_LUMO (Eh) = -0.03883
- molecular weight (g mol⁻¹) = 98.1

***

Density functional theory data (ωB97M-V/def2-TZVPD) for an isolated molecule of C4H6N2O.

The geometry in ORCA input format:
```
! RIJCOSX wB97M-V def2-TZVPD def2/J DEFGRID3
* xyz 0 1
N 2.26 0.07 -0.46
C 0.86 0.00 -0.33
C -0.05 0.48 -1.22
N -1.32 0.33 -0.66
C -1.18 -0.28 0.57
O -2.19 -0.33 1.49
C 0.15 -0.50 0.79
H 2.52 0.99 -0.80
H 2.70 -0.06 0.45
H 0.11 0.84 -2.23
H -2.13 0.60 -1.18
H -2.36 -1.22 1.83
H 0.58 -0.92 1.69
*
```

- energy relative to the best compared isomer or geometry (same formula, charge and spin) (kcal per mole) = 27.31
- HOMO level (eV) = -7.395
- Kohn-Sham gap (eV) = 8.2
- max |F| (eV/Å) = 0.7
- SMILES = Nc1c[nH]c(O)c1
- E (eV) = -9272.3174
- E_LUMO (Eh) = 0.03067
- molecular weight (g mol⁻¹) = 98.1

***

Density functional theory data (ωB97M-V/def2-TZVPD) for a structure of composition C4H6N2O at a distorted geometry.

The geometry in ORCA input format:
```
! RIJCOSX wB97M-V def2-TZVPD def2/J DEFGRID3
* xyz 0 1
C 1.74 0.77 0.57
C -1.82 -0.87 -1.09
C 0.29 0.96 1.00
C 0.00 -0.15 0.03
N -0.90 -0.06 -1.06
N 1.35 -0.32 -0.31
O 2.80 1.32 0.71
H -2.64 -0.78 -1.92
H -1.85 -1.56 -0.30
H 0.09 0.94 2.06
H -0.02 1.97 0.50
H -0.54 -1.75 1.11
H 1.51 -0.49 -1.31
*
```

- energy relative to the best compared isomer or geometry (same formula, charge and spin) (kcal per mole) = 119.13
- HOMO level (alpha / beta) (eV) = -8.739 / -8.738
- Kohn-Sham gap (alpha / beta) (eV) = 9.1 / 9.1
- max |F| (eV/Å) = 4.8
- E (eV) = -9268.3360
- E_LUMO (alpha / beta) (Eh) = 0.01250 / 0.01249
- molecular weight (g mol⁻¹) = 98.1